{
  "formula": "C60H56N6OPRuS3",
  "method": "wB97M-V/def2-TZVPD",
  "species": ["Ru", "C", "C", "C", "C", "C", "C", "P", "C", "C", "C", "C", "C", "C", "C", "C", "C", "C", "C", "C", "H", "H", "H", "H", "H", "H", "H", "H", "H", "H", "H", "H", "H", "H", "N", "S", "N", "S", "N", "S", "N", "C", "C", "C", "C", "C", "C", "C", "C", "C", "C", "C", "C", "C", "C", "C", "C", "C", "C", "C", "C", "C", "C", "C", "C", "C", "C", "C", "C", "C", "C", "C", "C", "C", "C", "C", "C", "H", "H", "H", "H", "H", "H", "H", "H", "H", "H", "H", "H", "H", "H", "H", "H", "H", "H", "H", "H", "H", "H", "H", "H", "H", "H", "H", "H", "H", "H", "C", "N", "C", "C", "C", "N", "C", "C", "O", "H", "H", "H", "H", "H", "H", "H", "H", "H", "H", "H", "H"],
  "coordinates": [[-1.26, 0.09, 0.67], [-4.98, 1.95, 6.30], [-4.70, 0.69, 5.78], [-3.89, 0.57, 4.66], [-3.36, 1.71, 4.05], [-3.65, 2.97, 4.56], [-4.46, 3.08, 5.68], [-2.38, 1.46, 2.53], [-1.68, 3.12, 2.18], [-1.92, 3.79, 0.99], [-1.41, 5.06, 0.78], [-0.65, 5.68, 1.77], [-0.37, 5.00, 2.95], [-0.88, 3.72, 3.15], [-3.70, 1.24, 1.30], [-4.99, 1.75, 1.27], [-5.82, 1.38, 0.22], [-5.36, 0.50, -0.76], [-4.06, 0.01, -0.74], [-3.24, 0.39, 0.31], [-5.59, 2.05, 7.18], [-5.12, -0.19, 6.25], [-3.68, -0.41, 4.25], [-3.26, 3.86, 4.09], [-4.69, 4.06, 6.08], [-2.53, 3.32, 0.22], [-1.62, 5.59, -0.14], [-0.28, 6.69, 1.62], [0.23, 5.47, 3.72], [-0.66, 3.20, 4.08], [-5.35, 2.41, 2.06], [-6.83, 1.76, 0.17], [-6.04, 0.19, -1.55], [-3.72, -0.69, -1.50], [-0.89, -0.37, -1.27], [-0.35, -1.10, -2.39], [1.24, -1.46, -2.45], [2.30, -0.47, -1.91], [2.39, -0.28, -0.39], [1.86, 0.92, 0.58], [0.44, 1.26, 0.70], [2.59, 0.32, 2.08], [1.71, -0.05, 3.09], [2.24, -0.47, 4.30], [3.62, -0.50, 4.50], [4.48, -0.11, 3.48], [3.97, 0.31, 2.26], [2.82, 2.35, 0.17], [4.02, 2.29, -0.53], [4.70, 3.46, -0.80], [4.19, 4.68, -0.36], [2.99, 4.73, 0.34], [2.29, 3.56, 0.61], [3.79, -1.28, -2.35], [3.87, -1.92, -3.58], [5.08, -2.48, -3.96], [6.18, -2.39, -3.11], [6.07, -1.77, -1.87], [4.87, -1.21, -1.48], [2.29, 1.07, -2.77], [3.30, 1.39, -3.67], [3.25, 2.62, -4.30], [2.22, 3.51, -4.04], [1.21, 3.17, -3.14], [1.24, 1.95, -2.49], [-0.99, -2.74, -2.61], [-0.89, -3.42, -3.82], [-1.45, -4.68, -3.93], [-2.10, -5.25, -2.83], [-2.19, -4.56, -1.63], [-1.64, -3.29, -1.51], [-0.68, -0.30, -3.93], [-1.92, 0.33, -4.03], [-2.22, 1.00, -5.20], [-1.30, 1.04, -6.24], [-0.07, 0.42, -6.12], [0.25, -0.27, -4.96], [0.65, 0.00, 2.93], [1.58, -0.77, 5.11], [4.02, -0.82, 5.45], [5.55, -0.12, 3.63], [4.63, 0.63, 1.47], [4.41, 1.34, -0.88], [5.64, 3.43, -1.34], [4.73, 5.60, -0.56], [2.60, 5.67, 0.69], [1.34, 3.57, 1.13], [3.00, -1.99, -4.22], [5.17, -2.98, -4.91], [7.13, -2.82, -3.41], [6.92, -1.74, -1.20], [4.75, -0.76, -0.50], [4.11, 0.70, -3.87], [4.03, 2.88, -5.01], [2.20, 4.47, -4.53], [0.40, 3.86, -2.94], [0.45, 1.68, -1.78], [-0.39, -2.96, -4.67], [-1.39, -5.22, -4.86], [-2.54, -6.23, -2.93], [-2.71, -5.00, -0.79], [-1.72, -2.72, -0.60], [-2.60, 0.31, -3.19], [-3.18, 1.49, -5.30], [-1.55, 1.57, -7.15], [0.64, 0.45, -6.94], [1.20, -0.76, -4.85], [-2.88, -2.45, 3.21], [-1.94, -3.42, 2.66], [-2.01, -4.80, 3.14], [-1.52, -5.73, 2.05], [-0.12, -5.32, 1.68], [-0.07, -3.89, 1.36], [1.06, -3.45, 0.54], [-0.95, -3.00, 1.85], [-0.82, -1.77, 1.56], [-3.84, -2.94, 3.37], [-3.02, -1.63, 2.51], [-2.53, -2.04, 4.16], [-3.05, -5.01, 3.40], [-1.41, -4.92, 4.04], [-2.18, -5.65, 1.18], [-1.54, -6.76, 2.39], [0.22, -5.86, 0.79], [0.58, -5.54, 2.49], [1.02, -3.94, -0.43], [2.00, -3.72, 1.03], [1.03, -2.38, 0.40]],
  "total_energy_ev": -118474.2813,
  "charge": 2,
  "e_homo_ha": [-0.455, -0.458],
  "lumo_ev": [-5.2, -5.0],
  "spin_multiplicity": 2,
  "gap_ev": [7.164, 7.506]
}